105
Properties=species:S:1:pos:R:3:mulliken_charge:R:1 method="wB97M-V/def2-TZVPD" total_charge=0 smiles="O=C(F)CP(CCF)C(=O)NC(=O)F.CC(C)O.CC(C)O.CC(C)O.CC(C)O.CC(C)O.CC(C)O.CC(C)O" e_tot_ev=-68427.25004 homo_ha=-0.3604 largest_force_ev_per_a=2.63 spin_multiplicity=1
O -0.5215 0.8682 2.4447 -0.47
C -0.5262 1.9748 2.8868 0.52
F -1.5483 2.7832 2.6811 -0.26
C 0.5659 2.5581 3.7157 -0.52
P 0.7527 1.4627 5.2037 0.06
C 2.4153 0.6963 4.9713 -0.94
C 2.7042 -0.3679 6.0171 -0.15
F 1.6922 -1.2790 6.0211 -0.28
C 0.8639 2.7340 6.5371 0.41
O -0.0483 3.5214 6.6142 -0.51
N 1.9304 2.7254 7.4835 -0.17
C 1.6325 2.6589 8.8333 0.61
O 2.2499 1.9964 9.6406 -0.51
F 0.6190 3.4132 9.1828 -0.19
H 0.2790 3.5352 4.0779 0.35
H 1.4658 2.6153 3.1322 0.38
H 2.3801 0.1993 4.0125 0.49
H 3.2365 1.4026 4.9232 0.49
H 3.6086 -0.8808 5.7355 0.22
H 2.7886 0.0443 7.0131 0.21
H 2.6601 2.0651 7.2719 0.23
C 1.3961 -5.3571 8.3003 -1.41
C 1.7546 -4.4848 7.1075 0.60
C 0.7670 -4.6571 5.9659 -1.33
O 3.0815 -4.7814 6.6601 -0.58
H 1.4150 -6.4144 8.0210 0.37
H 2.1170 -5.2197 9.1066 0.34
H 0.4016 -5.1186 8.6779 0.37
H 1.7764 -3.4396 7.4121 0.09
H 0.7653 -5.6933 5.6152 0.41
H 1.0462 -4.0257 5.1226 0.30
H -0.2451 -4.3964 6.2765 0.39
H 3.0921 -5.7032 6.3812 0.33
C -4.7522 2.4996 -0.5189 -1.38
C -3.3812 2.0767 -1.0222 0.74
C -2.9797 0.7191 -0.4746 -0.71
O -2.3948 3.0427 -0.6467 -0.56
H -4.7490 2.5720 0.5730 0.40
H -5.0171 3.4809 -0.9118 0.31
H -5.5226 1.7887 -0.8179 0.34
H -3.3903 2.0559 -2.1116 0.07
H -2.9248 0.7543 0.6167 0.28
H -1.9917 0.4406 -0.8392 -0.21
H -3.6850 -0.0641 -0.7593 0.41
H -2.3688 3.0682 0.3146 0.31
C 6.4473 -5.3865 3.7251 -1.27
C 6.0696 -3.9528 4.0682 0.47
C 6.8450 -3.4460 5.2760 -1.23
O 4.6688 -3.8530 4.3043 -0.38
H 6.2084 -6.0524 4.5590 0.31
H 5.8839 -5.7322 2.8582 0.30
H 7.5127 -5.4773 3.5074 0.39
H 6.2747 -3.3106 3.2102 0.31
H 6.6161 -4.0514 6.1567 0.29
H 6.5641 -2.4178 5.5058 0.27
H 7.9217 -3.4823 5.1019 0.40
H 4.4547 -4.4150 5.0614 0.27
C 0.8916 0.4135 -2.2030 -0.32
C 2.1688 -0.0967 -1.5547 0.31
C 2.0106 -1.5325 -1.0800 -0.96
O 2.5322 0.7495 -0.4613 -0.55
H 0.0749 0.4063 -1.4785 -0.40
H 1.0122 1.4431 -2.5407 0.35
H 0.6039 -0.2030 -3.0569 0.23
H 2.9913 -0.0371 -2.2685 0.31
H 1.2191 -1.6063 -0.3294 0.27
H 2.9311 -1.8873 -0.6147 0.34
H 1.7574 -2.1977 -1.9065 0.13
H 1.8137 0.7097 0.1775 0.29
C -6.3587 1.8827 -6.0720 -1.30
C -5.4541 2.6142 -5.0916 0.36
C -4.0357 2.7359 -5.6274 -1.04
O -5.4487 1.9436 -3.8319 -0.48
H -5.9926 0.8667 -6.2431 0.35
H -7.3700 1.8031 -5.6730 0.32
H -6.4023 2.3986 -7.0323 0.37
H -5.8570 3.6086 -4.8976 0.24
H -3.5967 1.7467 -5.7844 0.31
H -3.4000 3.2612 -4.9138 0.31
H -4.0160 3.2763 -6.5756 0.22
H -5.0971 1.0590 -3.9711 0.33
C -4.3154 5.5887 -9.1707 -1.21
C -2.8461 5.8767 -8.8981 0.44
C -2.6277 7.3230 -8.4809 -1.25
O -2.0660 5.5729 -10.0538 -0.55
H -4.6816 6.2108 -9.9917 0.42
H -4.4520 4.5486 -9.4687 0.29
H -4.9293 5.7826 -8.2895 0.32
H -2.4856 5.2151 -8.1097 0.21
H -2.9427 8.0016 -9.2782 0.33
H -1.5708 7.5099 -8.2915 0.33
H -3.1914 7.5660 -7.5792 0.35
H -2.3643 6.1449 -10.7668 0.34
C -0.8619 -4.1528 -5.4963 -1.46
C -0.0015 -3.3966 -4.4952 0.60
C 1.4363 -3.2717 -4.9761 -1.17
O -0.0389 -4.0450 -3.2238 -0.55
H -0.4818 -5.1684 -5.6348 0.36
H -1.8869 -4.2338 -5.1345 0.34
H -0.8728 -3.6546 -6.4667 0.37
H -0.4205 -2.4022 -4.3356 0.19
H 1.8871 -4.2607 -5.0942 0.37
H 2.0373 -2.7269 -4.2474 0.24
H 1.4944 -2.7512 -5.9330 0.37
H 0.3263 -4.9275 -3.3357 0.35

104
Properties=species:S:1:pos:R:3:mulliken_charge:R:1 method="wB97M-V/def2-TZVPD" total_charge=0 smiles="CCP(CC)[C@H]1COC(=O)O1.COCCOC.COCCOC.COCCOC.COCCOC.COCCOC" e_tot_ev=-64915.73040 homo_ha=-0.3162 largest_force_ev_per_a=9.58 spin_multiplicity=1 de_lowest_kj_mol=754.9
C 3.8390 0.3330 -0.3899 -0.80
C 3.4624 -0.3786 1.0716 -0.42
P 3.1860 -2.2912 0.8300 -0.15
C 4.8835 -2.9443 0.2393 -0.44
C 4.9216 -4.5520 -0.1053 -0.81
C 1.8393 -2.3960 -0.5196 -0.03
C 1.1414 -3.8324 -0.8884 -0.27
O 0.4357 -4.2404 0.3417 -0.26
C 0.1392 -2.9339 1.0098 0.36
O -0.4736 -2.9250 2.2002 -0.53
O 0.6627 -1.7940 0.1903 -0.19
H 4.4093 1.3524 -0.1453 0.31
H 2.8932 0.6273 -1.0142 0.17
H 4.5135 -0.3481 -1.0629 0.22
H 4.3343 -0.2055 1.8370 0.43
H 2.4221 0.0738 1.4273 0.16
H 5.3268 -2.3386 -0.6645 0.24
H 5.6458 -2.7886 1.1448 0.30
H 6.0771 -4.8476 -0.1520 0.35
H 4.4471 -5.2243 0.7325 0.31
H 4.4847 -4.8313 -1.1627 0.07
H 2.0147 -1.7258 -1.4632 0.37
H 1.7212 -4.6337 -1.5144 0.20
H 0.2454 -3.4836 -1.5950 0.29
C 2.5257 -8.5875 -4.4842 -0.65
O 3.7294 -9.3032 -4.2287 -0.37
C 4.8941 -8.5261 -4.5264 -0.49
C 5.5398 -7.9818 -3.2502 -0.60
O 4.7045 -7.0044 -2.6216 -0.30
C 4.0155 -7.5290 -1.4892 -0.66
H 1.6924 -9.1562 -4.0616 0.25
H 2.5356 -7.5976 -4.0230 0.23
H 2.3703 -8.4943 -5.5603 0.33
H 4.6551 -7.7140 -5.2236 0.32
H 5.6038 -9.1969 -5.0207 0.37
H 6.4762 -7.4784 -3.5136 0.38
H 5.7819 -8.7940 -2.5537 0.36
H 4.7200 -7.6754 -0.6653 0.31
H 3.5157 -8.4724 -1.7247 0.46
H 3.2621 -6.8005 -1.1813 0.04
C -0.7082 -5.4898 4.0259 -0.20
O -0.4436 -4.9306 5.3080 -0.40
C -1.3522 -3.8740 5.6351 -0.30
C -2.4238 -4.3477 6.6196 -0.57
O -3.3055 -5.2965 6.0107 -0.38
C -3.0169 -6.6352 6.4066 -0.73
H -0.1141 -6.4020 3.9205 0.28
H -1.7621 -5.7497 3.9054 0.31
H -0.4070 -4.7888 3.2457 -0.10
H -1.8075 -3.4549 4.7296 0.21
H -0.7615 -3.0853 6.1115 0.38
H -3.0358 -3.4896 6.9174 0.37
H -1.9690 -4.7643 7.5268 0.32
H -3.3278 -6.7870 7.4443 0.33
H -1.9538 -6.8658 6.2982 0.32
H -3.5891 -7.3105 5.7667 0.24
C -0.7030 0.6533 0.9546 -0.61
O -0.3247 2.0171 1.1078 -0.44
C -0.5212 2.7709 -0.0931 -0.81
C -1.7819 3.6342 -0.0070 0.67
O -2.9636 2.8272 0.0133 -0.39
C -3.5190 2.7136 1.3213 -0.68
H -0.7106 0.1864 1.9437 0.31
H -1.6999 0.5542 0.5197 0.40
H 0.0271 0.1331 0.3322 0.22
H -0.5553 2.1109 -0.9683 0.33
H 0.3478 3.4277 -0.1997 0.40
H -1.8417 4.2643 -0.9009 -0.49
H -1.7469 4.2967 0.8667 0.36
H -3.9813 3.6625 1.6083 0.24
H -2.7609 2.4306 2.0564 0.31
H -4.2904 1.9406 1.2978 0.26
C -3.2673 5.0956 -3.5621 -0.67
O -2.5086 6.2007 -3.0828 -0.37
C -1.0994 5.9586 -3.1493 -0.17
C -0.4664 6.6856 -4.3380 -0.88
O -0.9050 6.1282 -5.5811 -0.38
C -1.8944 6.9341 -6.2164 -0.67
H -4.3090 5.4131 -3.6633 0.22
H -2.9155 4.7536 -4.5378 0.36
H -3.2239 4.2757 -2.8433 0.21
H -0.8884 4.8831 -3.1881 0.32
H -0.6667 6.3540 -2.2249 0.36
H 0.6202 6.5545 -4.2959 0.39
H -0.6746 7.7619 -4.2980 0.38
H -1.4300 7.8408 -6.6149 0.33
H -2.6997 7.1998 -5.5264 0.28
H -2.3177 6.3632 -7.0458 0.24
C -4.9089 8.9215 2.5653 -0.70
O -4.0130 9.6595 1.7411 -0.38
C -2.6470 9.4759 2.1276 -0.55
C -1.9268 8.5123 1.1816 -0.48
O -2.4355 7.1808 1.3104 -0.34
C -3.3131 6.8311 0.2429 -0.39
H -5.9010 8.9512 2.1057 0.25
H -4.6055 7.8768 2.6618 0.28
H -4.9710 9.3829 3.5523 0.34
H -2.5770 9.1327 3.1669 0.32
H -2.1657 10.4568 2.0632 0.37
H -0.8663 8.4758 1.4527 0.39
H -1.9940 8.8567 0.1422 0.30
H -2.7358 6.6823 -0.6743 -0.07
H -4.0764 7.5973 0.0830 0.48
H -3.8077 5.8924 0.5021 0.18

111
Properties=species:S:1:pos:R:3:mulliken_charge:R:1 method="wB97M-V/def2-TZVPD" total_charge=-1 e_tot_ev=-126873.07465 homo_ha=-0.2291 largest_force_ev_per_a=1.50 spin_multiplicity=1
As 0.4718 -0.1281 1.5683 2.13
F 0.8777 -0.9759 0.1153 -0.44
F 0.0999 1.3133 0.6925 -0.46
F 0.1471 0.7353 3.0370 -0.52
F 0.6242 -1.5972 2.4842 -0.53
F 2.1377 0.2722 1.7174 -0.51
F -1.2240 -0.5760 1.3960 -0.62
C -0.2432 -5.0770 1.3916 -1.23
C -1.1572 -5.5159 0.2392 -0.29
N -0.7541 -4.9469 -1.0240 0.42
C -0.8625 -3.4973 -1.1162 0.19
C -2.2453 -2.9699 -1.3972 -0.76
C -1.2421 -5.6242 -2.2023 -0.25
C -0.5712 -6.9674 -2.4440 -1.33
H 0.7855 -5.3343 1.1455 0.31
H -0.5366 -5.6215 2.2948 0.46
H -0.3965 -4.0244 1.6210 0.16
H -1.0887 -6.6006 0.1260 0.35
H -2.2047 -5.3242 0.5453 0.22
H -0.3866 -2.9776 -0.2844 -0.53
H -0.1347 -3.1637 -1.8687 0.17
H -2.3380 -1.8906 -1.2570 0.09
H -2.6045 -3.1618 -2.4131 0.10
H -3.0018 -3.3904 -0.7249 0.39
H -1.1189 -4.9981 -3.0864 0.10
H -2.3328 -5.7840 -2.0989 0.27
H 0.4992 -6.8408 -2.6026 0.31
H -0.9904 -7.4386 -3.3380 0.42
H -0.7634 -7.6623 -1.6274 0.34
C -3.5731 -1.7210 -6.6826 -1.47
C -2.2609 -2.1449 -6.0299 -0.28
N -1.6371 -1.0485 -5.3001 0.29
C -1.5417 0.2140 -5.9750 -0.80
C -0.6855 0.2652 -7.2330 -1.07
C -0.4232 -1.4426 -4.6041 -0.42
C -0.2174 -0.6884 -3.2871 -1.46
H -4.1128 -1.0126 -6.0590 0.37
H -4.2119 -2.5975 -6.8229 0.42
H -3.4326 -1.3217 -7.6896 0.28
H -2.5280 -2.8956 -5.2823 0.34
H -1.5808 -2.6030 -6.7650 0.35
H -2.5453 0.5782 -6.2451 0.39
H -1.3410 1.0086 -5.2470 0.41
H -0.9943 -0.5032 -7.9418 0.25
H -0.7270 1.2599 -7.6771 0.41
H 0.3670 0.0712 -7.0056 0.28
H 0.4653 -1.2929 -5.2367 0.28
H -0.4564 -2.5140 -4.3853 0.31
H 0.5350 -1.1994 -2.6873 0.42
H -1.1162 -0.5705 -2.6913 0.17
H 0.2009 0.2817 -3.5667 0.59
C -0.3971 4.5687 -0.1140 -1.05
C -0.3507 5.8745 0.6429 0.67
O 0.5833 6.6390 0.4752 -0.65
N -1.3270 6.1741 1.5472 -0.11
C -2.3868 5.2788 1.9889 -0.38
H -1.3874 4.1768 -0.3352 0.41
H 0.1235 3.8069 0.4719 0.06
H 0.1934 4.7122 -1.0133 0.39
H -1.2119 7.0496 2.0293 0.26
H -2.4333 4.3997 1.3619 -0.12
H -3.3419 5.8053 1.9573 0.41
H -2.1972 4.9867 3.0257 0.08
C -0.3953 7.0918 5.0705 -1.25
C 0.4960 6.1179 4.3131 0.56
O 1.4565 6.4880 3.6750 -0.54
N 0.2173 4.8070 4.5456 -0.07
C 0.7623 3.7176 3.7455 -0.27
H -0.4117 8.0503 4.5539 0.29
H 0.0269 7.2858 6.0560 0.36
H -1.4210 6.7232 5.1374 0.39
H -0.6223 4.6096 5.0619 0.30
H 1.2505 4.0876 2.8458 -0.35
H -0.0445 3.0293 3.5162 0.18
H 1.5483 3.2012 4.3017 0.34
C 3.0734 3.2728 0.4583 0.21
C 3.8555 4.4004 1.0874 0.33
O 3.3225 5.4073 1.4926 -0.56
N 5.2294 4.2927 1.0362 -0.15
C 6.0172 3.0590 0.9823 -0.83
H 2.0851 3.2782 0.9145 -0.65
H 3.4619 2.2708 0.6177 0.26
H 2.9303 3.5064 -0.5960 0.27
H 5.7106 5.1500 1.2519 0.28
H 6.9557 3.1328 1.5272 0.33
H 6.2552 2.8437 -0.0613 0.27
H 5.4301 2.2659 1.4360 0.25
C -4.1425 1.3645 0.3562 -0.70
C -4.3218 1.5191 1.8497 0.74
O -5.1851 2.2617 2.3142 -0.72
N -3.4362 0.8779 2.6265 0.04
C -3.3371 1.0750 4.0640 -0.86
H -4.0087 2.3646 -0.0595 0.22
H -5.0516 0.9459 -0.0671 0.32
H -3.2300 0.8213 0.1094 0.06
H -2.7115 0.3343 2.1836 0.18
H -3.1474 2.1395 4.2240 0.17
H -2.4655 0.5259 4.4090 0.34
H -4.2429 0.7611 4.5750 0.29
C 5.3484 -6.4633 2.7777 -1.02
C 5.2174 -4.9634 2.5340 0.69
O 6.1623 -4.3449 2.0847 -0.64
N 4.0182 -4.4359 2.8559 -0.16
C 3.6771 -3.0488 2.5796 -0.78
H 6.3078 -6.6683 3.2504 0.30
H 5.3743 -6.9783 1.8164 0.25
H 4.5657 -6.8912 3.4057 0.30
H 3.2610 -5.0834 2.9884 0.25
H 4.5341 -2.4637 2.2720 0.35
H 3.2781 -2.6035 3.4954 0.31
H 2.8503 -2.9630 1.8736 0.14

107
Properties=species:S:1:pos:R:3:mulliken_charge:R:1 method="wB97M-V/def2-TZVPD" total_charge=0 smiles="CCNCO[C@@H](CN)CC(=O)Br.COCCOC.COCCOC.COCCOC.COCCOC.COCCOC" e_tot_ev=-126636.89221 homo_ha=-0.3258 largest_force_ev_per_a=5.92 spin_multiplicity=1 de_lowest_kj_mol=143.1
C -0.1135 -3.1834 5.7433 -1.04
C -1.3820 -3.8676 4.9904 -0.18
N -1.0245 -4.3665 3.6134 -0.34
C -2.1328 -5.2605 3.0912 -0.67
O -3.3393 -4.4842 3.1933 0.00
C -4.5236 -5.2438 2.8224 0.21
C -4.8493 -6.2771 4.0119 -0.95
N -4.6743 -5.5687 5.3122 -0.36
C -5.6959 -4.1838 2.5025 -0.16
C -7.1538 -4.6290 2.9755 0.12
O -7.7813 -5.4190 2.2170 -0.49
Br -8.0028 -4.0458 4.6989 -0.17
H 0.6847 -3.9351 6.0544 0.33
H -0.5639 -2.6862 6.6867 0.31
H 0.2562 -2.3434 5.0661 0.26
H -2.1860 -3.0379 4.9589 0.16
H -1.8499 -4.7169 5.6287 0.20
H -0.2521 -5.0467 3.7856 0.29
H -2.1048 -6.1996 3.7458 0.42
H -1.8368 -5.5571 2.0278 0.15
H -4.2616 -5.8117 1.8520 0.34
H -4.0425 -7.1057 3.9794 0.40
H -5.8518 -6.8262 3.9041 0.33
H -4.1920 -6.1409 6.0138 0.22
H -5.5480 -5.1603 5.6643 0.13
H -5.6924 -3.8523 1.3957 0.20
H -5.4367 -3.2236 3.0970 0.33
C -0.9552 0.1248 0.5588 -0.59
O -1.3647 -1.0862 -0.0625 -0.47
C -1.7928 -2.0661 0.8825 -0.54
C -3.3133 -2.1195 0.9817 1.26
O -3.8423 -0.9064 1.5202 -0.45
C -4.3493 -0.0432 0.5109 -0.75
H -0.9164 0.9041 -0.2043 0.11
H -1.6479 0.4406 1.3423 0.33
H 0.0448 -0.0025 0.9857 0.35
H -1.3388 -1.8843 1.8629 0.32
H -1.4313 -3.0349 0.5223 0.28
H -3.5925 -2.9205 1.6692 -0.77
H -3.7638 -2.3402 0.0068 -0.01
H -5.3283 -0.4005 0.1790 0.31
H -3.6753 0.0278 -0.3459 0.31
H -4.4660 0.9534 0.9422 0.29
C -5.8332 -2.9535 -2.8575 -0.86
O -6.0020 -1.5647 -2.6059 -0.27
C -5.6337 -0.7603 -3.7243 -0.49
C -6.8568 -0.3142 -4.5185 -0.59
O -7.5143 -1.4243 -5.1293 -0.38
C -8.6563 -1.8482 -4.3961 -0.69
H -6.3857 -3.5076 -2.0964 0.25
H -6.2116 -3.2426 -3.8403 0.45
H -4.7719 -3.2133 -2.7846 0.28
H -4.9180 -1.2894 -4.3638 0.37
H -5.1319 0.1278 -3.3262 0.35
H -6.5287 0.3457 -5.3269 0.38
H -7.5522 0.2480 -3.8859 0.32
H -9.4903 -1.1665 -4.5861 0.33
H -8.4604 -1.8975 -3.3226 0.28
H -8.9319 -2.8458 -4.7435 0.25
C 0.1215 3.7408 -0.3493 -0.92
O 1.2778 2.9203 -0.4473 -0.24
C 2.0113 3.1517 -1.6482 -0.86
C 3.2150 4.0547 -1.4020 -0.11
O 2.8088 5.3695 -1.0197 -0.42
C 2.8876 5.5736 0.3850 -0.72
H -0.2231 3.7231 0.6862 0.27
H 0.3267 4.7763 -0.6293 0.41
H -0.6680 3.3385 -0.9927 0.34
H 1.3601 3.5639 -2.4275 0.41
H 2.3704 2.1771 -1.9947 0.42
H 3.7766 4.1537 -2.3358 0.24
H 3.8847 3.6220 -0.6508 0.32
H 3.9291 5.7404 0.6757 0.30
H 2.4811 4.7293 0.9463 0.31
H 2.3069 6.4646 0.6319 0.25
C 4.6976 -1.3410 -0.4483 -0.54
O 6.1157 -1.2570 -0.3848 -0.39
C 6.6481 -0.3147 -1.3128 -0.59
C 6.9809 1.0100 -0.6348 -0.37
O 5.8025 1.6623 -0.1607 -0.13
C 5.6013 1.4710 1.2341 -0.90
H 4.3454 -1.8461 0.4527 0.24
H 4.2288 -0.3558 -0.4995 0.13
H 4.4037 -1.9304 -1.3228 0.35
H 5.9605 -0.1670 -2.1535 0.30
H 7.5725 -0.7464 -1.7101 0.39
H 7.4393 1.6763 -1.3719 0.22
H 7.6982 0.8652 0.1802 0.39
H 6.2701 2.1288 1.7967 0.30
H 5.7683 0.4344 1.5348 0.42
H 4.5682 1.7368 1.4679 0.20
C 6.9838 7.9458 -3.3178 -0.76
O 6.8174 7.2588 -2.0849 -0.42
C 6.0750 6.0496 -2.2303 -0.07
C 6.9934 4.8326 -2.2760 0.04
O 7.8148 4.8427 -3.4445 -0.41
C 9.1300 5.3113 -3.1780 -0.76
H 7.7777 8.6842 -3.1923 0.26
H 7.2626 7.2713 -4.1304 0.34
H 6.0552 8.4646 -3.5771 0.32
H 5.4311 6.0938 -3.1162 0.38
H 5.4275 5.9658 -1.3518 -0.13
H 6.3775 3.9298 -2.3276 0.00
H 7.6077 4.7701 -1.3711 0.33
H 9.7127 4.5207 -2.6961 0.31
H 9.1285 6.2024 -2.5464 0.34
H 9.6003 5.5634 -4.1306 0.25